ORCA calculation (ωB97M-V/def2-TZVPD) on the molecule C2H8N4.

Structure (ORCA input):
```
! RIJCOSX wB97M-V def2-TZVPD def2/J DEFGRID3
* xyz 0 1
N 0.6681 -0.3443 0.3198
N -1.5722 0.7151 0.2221
N -0.7790 1.8763 -0.0395
N -0.0673 -0.8087 -0.7180
C -1.1601 -0.2323 -0.8302
C 1.6967 -1.1888 0.6564
H 0.3384 1.6068 0.1407
H -1.8047 -0.3461 -1.7537
H 2.1314 -1.7001 -0.4350
H -0.8774 2.3049 -1.1004
H 0.1228 0.1040 1.0641
H -2.5455 0.8253 0.0555
H 1.3084 -2.0992 1.1551
H 2.5403 -0.7129 1.2631
*
```

Properties
ΔE to the lowest compared entry with this formula, charge and spin	99.0	kcal per mole
E_HOMO	-8.6	eV
SMILES	CN/N=C\NN
HOMO-LUMO gap	0.352	Eh



ORCA calculation (ωB97M-V/def2-TZVPD) on the molecule C2H8N4.

Structure (ORCA input):
```
! RIJCOSX wB97M-V def2-TZVPD def2/J DEFGRID3
* xyz 0 1
N 1.4827 1.2830 0.1868
N -0.1204 1.2044 0.4222
N -0.6838 -0.0483 0.3085
N 0.4298 1.8900 -0.7087
C -0.0577 -0.9518 1.2348
C -0.9244 -0.7048 -0.9968
H -0.0181 -0.6262 -1.5481
H -0.5974 -1.8982 1.1431
H 1.9133 1.9132 0.8116
H -1.2305 -1.7641 -0.9389
H 0.5328 1.4342 -1.5523
H 1.0965 -1.2058 1.0971
H -1.7557 -0.1129 -1.6634
H -0.0671 -0.4128 2.2042
*
```

Properties
ΔE to the lowest compared entry with this formula, charge and spin	139.0	kcal per mole
E_HOMO	-8.4	eV
SMILES	CN(C)n1[nH][nH]1
HOMO-LUMO gap	0.347	Eh



ORCA calculation (ωB97M-V/def2-TZVPD) on the molecule C2H8N4.

Structure (ORCA input):
```
! RIJCOSX wB97M-V def2-TZVPD def2/J DEFGRID3
* xyz 0 1
N -1.3460 -0.5057 0.4070
N -0.1078 0.3308 0.1650
N 2.0651 -0.6093 -0.1045
N 2.7621 0.6267 0.1802
C 0.7175 -0.6300 -0.0152
C -2.4494 0.3883 -0.1994
H -1.6301 -0.5146 1.4037
H 2.1939 1.2684 0.9629
H 2.5771 -1.3919 -0.3062
H -2.4086 1.5021 -0.0379
H 2.7573 1.2082 -0.7544
H 0.2996 -1.5525 -0.3425
H -3.3597 -0.4213 -0.0329
H -2.0711 0.3008 -1.3258
*
```

Properties
ΔE to the lowest compared entry with this formula, charge and spin	102.3	kcal per mole
E_HOMO	-8.6	eV
SMILES	CN/N=C/NN
HOMO-LUMO gap	0.352	Eh



ORCA calculation (ωB97M-V/def2-TZVPD) on a structure of composition C2H8N4.

Structure (ORCA input):
```
! RIJCOSX wB97M-V def2-TZVPD def2/J DEFGRID3
* xyz 2 1
N 1.8441 -2.2902 -0.8103
N -1.4315 2.3614 0.8042
N -0.7477 0.2280 0.7724
N -0.2600 -0.9497 0.1067
C -1.0265 1.3672 0.1303
C 1.3452 -1.1370 -0.8249
H 2.7848 -2.3429 -1.1830
H 1.6014 -0.1772 -1.2344
H -1.6055 3.2357 0.4510
H -1.4872 2.3066 1.8634
H -0.9304 -1.1718 -0.7223
H -0.8108 1.4824 -0.9118
H 1.4209 -3.0038 -0.2555
H -0.6969 0.0915 1.8143
*
```

Properties
ΔE to the lowest compared entry with this formula, charge and spin	79.5	kcal per mole
E_HOMO	-19.4	eV
HOMO-LUMO gap	0.366	Eh



ORCA calculation (ωB97M-V/def2-TZVPD) on a cluster of 2 separate species, C2H8N4O in total.

Structure (ORCA input):
```
! RIJCOSX wB97M-V def2-TZVPD def2/J DEFGRID3
* xyz 0 1
O -1.6562 -0.7010 0.5021
N -2.2482 -1.0425 -0.7582
N 1.6398 1.4853 -0.6164
N 0.8530 -0.7525 -0.8755
N 0.0793 0.8765 2.2303
C 0.5149 0.3513 1.2072
C 0.8010 0.4520 -0.1098
H 0.0722 0.4462 3.1510
H -2.7405 -1.9199 -0.6022
H 1.2399 1.9015 -1.4487
H 1.6409 -0.8323 -1.5074
H 0.8299 -1.5826 -0.2914
H 1.8669 2.2128 0.0513
H -1.4659 -1.2037 -1.3953
H -1.4270 0.3089 0.4630
*
```

Properties
ΔE to the lowest compared entry with this formula, charge and spin	128.6	kcal per mole
E_HOMO (spin up / spin down)	-7.1 / -7.1	eV
SMILES	N=C=C(N)N.NO
HOMO-LUMO gap (spin up / spin down)	0.276 / 0.276	Eh



ORCA calculation (ωB97M-V/def2-TZVPD) on the molecule C2H8N4O.

Structure (ORCA input):
```
! RIJCOSX wB97M-V def2-TZVPD def2/J DEFGRID3
* xyz 0 1
O 1.0815 2.0999 0.9963
N 0.2480 -1.8395 -0.0562
N -2.0790 -0.6946 -0.6371
N -0.0534 -0.5751 -0.5953
N 1.4500 0.7804 0.8531
C -1.1802 0.1261 0.0451
C 1.3172 0.3978 -0.4539
H 2.1105 -0.2858 -0.7377
H -1.0906 0.0064 1.1511
H -1.1627 1.1881 -0.2216
H -2.6666 -0.1364 -1.2565
H -0.1992 -1.9908 0.8478
H -0.0777 -2.5366 -0.7148
H 1.1684 1.2037 -1.1710
H 1.1338 2.2564 1.9508
*
```

Properties
ΔE to the lowest compared entry with this formula, charge and spin	174.0	kcal per mole
E_HOMO (spin up / spin down)	-8.6 / -8.4	eV
HOMO-LUMO gap (spin up / spin down)	0.317 / 0.309	Eh



ORCA calculation (ωB97M-V/def2-TZVPD) on a structure of composition C2H8N4O.

Structure (ORCA input):
```
! RIJCOSX wB97M-V def2-TZVPD def2/J DEFGRID3
* xyz 0 1
O -1.9630 0.7526 -0.6848
N 0.6575 -0.4920 -1.4373
N -0.6565 -0.7468 0.7785
N 0.1462 1.2548 0.2559
N 2.0449 -0.0990 0.3800
C -1.1343 0.8611 0.4536
C 0.7483 0.0572 -0.1117
H 1.4239 -0.1517 -2.0047
H -0.9369 -1.5742 0.2539
H -1.6856 1.2840 1.3055
H -2.8487 0.4918 -0.3965
H -0.3711 -0.8979 1.7405
H -0.2294 -0.2335 -1.8556
H 2.2275 0.3959 1.2375
H 2.5772 -0.9022 0.0853
*
```

Properties
ΔE to the lowest compared entry with this formula, charge and spin	74.8	kcal per mole
E_HOMO	-7.6	eV
HOMO-LUMO gap	0.307	Eh



ORCA calculation (ωB97M-V/def2-TZVPD) on the molecule C2H8N4S.

Structure (ORCA input):
```
! RIJCOSX wB97M-V def2-TZVPD def2/J DEFGRID3
* xyz 0 1
S -1.8990 -1.6416 -0.0772
N 0.6146 1.3451 -0.3812
N 1.8260 -1.0487 0.3703
N 0.6870 -1.4279 -0.3621
N -0.4460 0.5981 0.0502
C -1.6600 1.3601 0.2210
C -0.5106 -0.7478 -0.0723
H 0.8176 1.1355 -1.3289
H 2.6372 -1.2034 -0.2190
H 0.5238 -2.4229 -0.4627
H 1.9483 -1.6321 1.2036
H -2.2736 0.8646 1.0522
H -2.2350 1.2976 -0.6607
H -1.4131 2.3562 0.4123
H 1.3828 1.1671 0.2546
*
```

Properties
ΔE to the lowest compared entry with this formula, charge and spin	11.5	kcal per mole
E_HOMO	-8.2	eV
SMILES	CN(N)C(=S)NN
HOMO-LUMO gap	0.326	Eh



ORCA calculation (ωB97M-V/def2-TZVPD) on the molecule C2H8N6O2.

Structure (ORCA input):
```
! RIJCOSX wB97M-V def2-TZVPD def2/J DEFGRID3
* xyz 0 1
O 5.1217 0.3594 -0.7065
O -1.0091 1.1877 1.1281
N 2.2411 -0.9290 0.4732
N 4.3151 -0.0216 0.1200
N 3.1111 -0.2717 -0.3893
N 1.1480 -0.1944 0.7840
N -0.9151 0.4115 0.2057
N 0.1040 -0.3235 -0.0027
C -2.1204 0.2370 -0.7718
C -3.3512 -0.1327 -0.0124
H -3.1545 -0.9539 0.6834
H 2.8729 -1.0923 1.2643
H 2.6916 0.0365 -1.2827
H -3.6154 0.5785 0.6987
H -4.2807 -0.1870 -0.6431
H 0.9857 0.5978 1.3299
H -2.3251 1.1920 -1.2666
H -1.8197 -0.4944 -1.6123
*
```

Properties
ΔE to the lowest compared entry with this formula, charge and spin	92.4	kcal per mole
E_HOMO	-8.7	eV
SMILES	CC/[N+]([O-])=N/NNNN=O
HOMO-LUMO gap	0.343	Eh



ORCA calculation (ωB97M-V/def2-TZVPD) on the molecule C2H8N6S.

Structure (ORCA input):
```
! RIJCOSX wB97M-V def2-TZVPD def2/J DEFGRID3
* xyz 0 1
S 3.4504 -0.2707 0.0566
N -0.3382 0.1140 -0.5116
N 1.5076 -1.3767 -1.0640
N 1.9916 -0.4122 -0.4604
N -0.5872 1.0594 -1.6033
N 0.6409 -0.7348 2.0746
N 0.6742 0.5697 1.5539
C 0.1074 -1.2500 -1.0590
C 0.7588 0.6291 0.1505
H -0.3105 -0.9142 2.2014
H -0.3031 -2.0251 -0.3470
H 1.3549 0.9945 2.1074
H 0.0543 0.8852 -2.3766
H -0.3944 -1.3054 -2.0396
H -1.4543 0.8895 -2.0637
H 1.1810 1.5126 -0.2535
H 0.9835 -1.3379 1.3358
*
```

Properties
ΔE to the lowest compared entry with this formula, charge and spin	0.0	kcal per mole
E_HOMO	-8.6	eV
SMILES	NN[C@@H]1N(N)CN=[N+]1[S-]
HOMO-LUMO gap	0.317	Eh



ORCA calculation (ωB97M-V/def2-TZVPD) on a cluster of 2 separate species, C2H8NO in total.

Structure (ORCA input):
```
! RIJCOSX wB97M-V def2-TZVPD def2/J DEFGRID3
* xyz 0 2
O 1.2668 2.2246 0.2319
N -0.1517 -0.3672 -0.1677
C -0.0348 -1.5302 0.7088
C -1.3289 -0.1396 -0.8232
H -1.0131 -1.9948 0.7912
H -2.0496 -0.9308 -0.9801
H 1.7837 2.0097 -0.5523
H 1.4200 3.1622 0.3961
H 0.4004 0.4339 0.0993
H -1.4167 0.6533 -1.5545
H 0.6207 -2.2796 0.2407
H 0.5031 -1.2415 1.6098
*
```

Properties
ΔE to the lowest compared entry with this formula, charge and spin	10.8	kcal per mole
E_HOMO (spin up / spin down)	-5.7 / -9.7	eV
HOMO-LUMO gap (spin up / spin down)	0.235 / 0.383	Eh
<S²>	0.753



ORCA calculation (ωB97M-V/def2-TZVPD) on a cluster of 2 separate species, C2H8NO in total.

Structure (ORCA input):
```
! RIJCOSX wB97M-V def2-TZVPD def2/J DEFGRID3
* xyz 1 1
O 0.0745 0.7224 0.5112
N -2.3582 0.0772 -0.1825
C 1.2728 0.6327 0.3172
C 2.0061 -0.6288 0.0308
H -2.9740 -0.1194 0.6062
H -2.6192 -0.5141 -0.9719
H -1.3421 -0.0244 0.0911
H 1.2979 -1.4438 -0.1484
H 2.7791 -0.8502 0.7584
H 1.8845 1.5425 0.4158
H -2.5211 1.0384 -0.4881
H 2.4996 -0.4327 -0.9399
*
```

Properties
ΔE to the lowest compared entry with this formula, charge and spin	4.8	kcal per mole
E_HOMO	-14.7	eV
HOMO-LUMO gap	0.405	Eh



ORCA calculation (ωB97M-V/def2-TZVPD) on a cluster of 2 separate species, C2H8NO in total.

Structure (ORCA input):
```
! RIJCOSX wB97M-V def2-TZVPD def2/J DEFGRID3
* xyz 1 1
O 0.1370 -0.8977 0.9510
N 1.4321 1.5048 -0.1807
C -1.4903 -0.8678 -0.7774
C -1.1435 -1.2146 0.4574
H -2.1414 -1.4541 -1.4077
H 1.3789 0.7128 -0.8328
H 0.6975 1.3087 0.5080
H 1.2861 2.3081 -0.7940
H -1.0080 0.0395 -1.1414
H 0.0458 -0.8976 1.9123
H 2.3410 1.5168 0.2795
H -1.5352 -2.0590 1.0257
*
```

Properties
ΔE to the lowest compared entry with this formula, charge and spin	36.4	kcal per mole
E_HOMO	-13.3	eV
HOMO-LUMO gap	0.336	Eh



ORCA calculation (ωB97M-V/def2-TZVPD) on a cluster of 2 separate species, C2H8NO in total.

Structure (ORCA input):
```
! RIJCOSX wB97M-V def2-TZVPD def2/J DEFGRID3
* xyz 1 1
O 1.7773 -2.0119 0.8954
N -0.2818 -0.1399 0.6494
C -1.2208 1.2999 -0.9936
C -0.0687 0.6273 -0.3548
H 2.3069 -1.4992 0.3092
H -2.0808 0.6121 -1.2107
H 0.2836 -0.8316 1.0363
H 2.2799 -2.4268 1.5875
H -1.0276 1.6636 -1.9854
H -1.2024 -0.1509 1.1478
H -1.7887 2.2160 -0.4227
H 1.0231 0.6412 -0.6584
*
```

Properties
ΔE to the lowest compared entry with this formula, charge and spin	24.5	kcal per mole
E_HOMO	-16.3	eV
HOMO-LUMO gap	0.409	Eh



ORCA calculation (ωB97M-V/def2-TZVPD) on a cluster of 2 separate species, C2H8NO in total.

Structure (ORCA input):
```
! RIJCOSX wB97M-V def2-TZVPD def2/J DEFGRID3
* xyz 1 1
O -3.4774 0.6323 -0.0808
N 1.3417 0.1132 -0.4302
C 0.0547 0.2510 -0.4959
C 2.1521 -0.7515 0.4368
H -0.4610 1.1773 -0.2552
H 2.0860 -0.3956 1.4581
H 1.7665 -1.7688 0.3682
H -4.3328 0.2352 -0.2724
H 3.1768 -0.8671 0.1051
H -0.6585 -0.5256 -0.7797
H -3.5199 1.0160 0.8002
H 1.8719 0.8836 -0.8541
*
```

Properties
ΔE to the lowest compared entry with this formula, charge and spin	60.0	kcal per mole
E_HOMO	-15.0	eV
HOMO-LUMO gap	0.309	Eh



ORCA calculation (ωB97M-V/def2-TZVPD) on a cluster of 2 separate species, C2H8NO in total.

Structure (ORCA input):
```
! RIJCOSX wB97M-V def2-TZVPD def2/J DEFGRID3
* xyz 1 1
O -0.4558 1.7798 1.7657
N 0.2640 -0.0899 -0.3231
C 0.0039 0.2772 -1.5263
C 0.4494 -1.5809 -0.0741
H 1.5136 -1.7184 0.2077
H -0.1437 1.4195 -1.7773
H -0.3075 -2.0130 0.7272
H 0.0036 -0.4455 -2.3772
H -0.9592 1.2330 2.3659
H -0.7841 2.5892 1.5902
H 0.0404 0.5504 0.4520
H 0.3754 -2.0013 -1.0308
*
```

Properties
ΔE to the lowest compared entry with this formula, charge and spin	33.1	kcal per mole
E_HOMO	-16.5	eV
HOMO-LUMO gap	0.422	Eh



ORCA calculation (ωB97M-V/def2-TZVPD) on a cluster of 2 separate species, C2H8NO2 in total.

Structure (ORCA input):
```
! RIJCOSX wB97M-V def2-TZVPD def2/J DEFGRID3
* xyz 1 1
O -0.1953 -0.0691 -0.7110
O -2.7256 -0.5041 -0.3696
N 1.9696 -0.4085 0.3134
C -2.2935 0.3287 0.5841
C 1.1101 0.2346 -0.7773
H 2.2306 -1.4315 0.0842
H 1.3808 1.3829 -0.8661
H -2.4635 1.4535 0.3678
H -0.4354 -0.9128 -0.3120
H 1.5120 -0.3501 1.3652
H -2.0774 0.0158 1.5276
H -2.9155 -0.3521 -1.2726
H 2.8162 0.1087 0.4850
*
```

Properties
ΔE to the lowest compared entry with this formula, charge and spin	149.6	kcal per mole
E_HOMO (spin up / spin down)	-13.4 / -10.7	eV
HOMO-LUMO gap (spin up / spin down)	0.340 / 0.209	Eh



ORCA calculation (ωB97M-V/def2-TZVPD) on a cluster of 2 separate species, C2H8NO2 in total.

Structure (ORCA input):
```
! RIJCOSX wB97M-V def2-TZVPD def2/J DEFGRID3
* xyz 1 1
O 2.7265 0.4070 2.0807
O 1.8625 -0.0082 0.0615
N -0.9160 -0.2337 -0.7612
C -2.3194 0.3084 -0.5813
C 2.6013 -0.3752 0.9699
H 2.5933 1.3526 1.6938
H -2.5198 1.0312 -1.3722
H -2.4421 0.5759 0.4321
H -2.9422 -0.5020 -0.9454
H 3.1680 -1.2089 1.0592
H -0.0437 0.1733 -0.5468
H -0.8210 -0.3928 -1.7433
H -0.9475 -1.1276 -0.3471
*
```

Properties
ΔE to the lowest compared entry with this formula, charge and spin	31.5	kcal per mole
E_HOMO	-15.1	eV
HOMO-LUMO gap	0.425	Eh



Number 1: E_tot -8159.9592 eV. Number 2: E_tot -8158.2229 eV. Number 3: E_tot -8159.8153 eV. Number 4: E_tot -8143.2187 eV. Number 5: E_tot -10207.0343 eV. Number 6: E_tot -10205.0672 eV. Number 7: E_tot -10209.3704 eV. Number 8: E_tot -18997.6397 eV. Number 9: E_tot -15231.5141 eV. Number 10: E_tot -21974.9427 eV. Number 11: E_tot -5739.2380 eV. Number 12: E_tot -5734.6764 eV. Number 13: E_tot -5733.3048 eV. Number 14: E_tot -5733.8231 eV. Number 15: E_tot -5732.2831 eV. Number 16: E_tot -5733.4481 eV. Number 17: E_tot -7776.4720 eV. Number 18: E_tot -7781.5907 eV.